{
  "formula": "C40H76N2O17S8",
  "method": "ωB97M-V/def2-TZVPD",
  "smiles": "C[C@H](O)C[C@H]1OC(=O)O[C@]1(CCN)CCCSC(=S)N1CCOCC1.O=S1(=O)CCCC1.O=S1(=O)CCCC1.O=S1(=O)CCCC1.O=S1(=O)CCCC1.O=S1(=O)CCCC1.O=S1(=O)CCCC1",
  "e_tot_ha": -6143.75300,
  "e_homo_ha": -0.2979,
  "elements": ["C", "C", "O", "C", "C", "O", "C", "O", "O", "C", "C", "C", "N", "C", "C", "C", "S", "C", "S", "N", "C", "C", "O", "C", "C", "H", "H", "H", "H", "H", "H", "H", "H", "H", "H", "H", "H", "H", "H", "H", "H", "H", "H", "H", "H", "H", "H", "H", "H", "H", "H", "H", "H", "C", "C", "C", "S", "O", "O", "C", "H", "H", "H", "H", "H", "H", "H", "H", "C", "C", "C", "S", "O", "O", "C", "H", "H", "H", "H", "H", "H", "H", "H", "C", "C", "C", "S", "O", "O", "C", "H", "H", "H", "H", "H", "H", "H", "H", "C", "C", "C", "S", "O", "O", "C", "H", "H", "H", "H", "H", "H", "H", "H", "C", "C", "C", "S", "O", "O", "C", "H", "H", "H", "H", "H", "H", "H", "H", "C", "C", "C", "S", "O", "O", "C", "H", "H", "H", "H", "H", "H", "H", "H"],
  "xyz": [[-2.59576, 2.11311, -3.39959], [-2.84603, 2.08965, -1.90602], [-3.54208, 3.27031, -1.50516], [-1.52533, 2.01686, -1.15057], [-1.68066, 2.16176, 0.32620], [-1.98646, 0.89957, 0.99033], [-2.03421, 1.24587, 2.29942], [-2.72981, 0.69149, 3.15224], [-1.24896, 2.32534, 2.51052], [-0.53987, 2.63609, 1.21580], [0.68046, 1.72413, 1.28076], [1.78756, 1.98079, 0.25732], [1.67640, 1.04363, -0.86542], [-0.22411, 4.12190, 1.32958], [0.01609, 4.95832, 0.06389], [-1.24871, 5.70576, -0.38555], [-0.84583, 7.45837, -0.67412], [-2.16090, 8.01785, -1.72778], [-3.13718, 9.18113, -1.17061], [-2.28255, 7.42025, -3.00861], [-2.17285, 8.40671, -4.08485], [-2.38439, 7.76854, -5.45952], [-3.49817, 6.90717, -5.54671], [-3.50471, 5.99792, -4.46825], [-3.60312, 6.77518, -3.18019], [-2.00076, 2.98032, -3.66102], [-3.55581, 2.22210, -3.90408], [-2.16067, 1.18541, -3.75741], [-3.43158, 1.20060, -1.65812], [-4.41313, 3.22017, -1.90097], [-0.86006, 2.76869, -1.56669], [-1.10536, 1.04192, -1.38580], [-2.52793, 2.78829, 0.60359], [0.37959, 0.68379, 1.23259], [1.09920, 1.88708, 2.27016], [2.73964, 1.82998, 0.77344], [1.80176, 3.00393, -0.10117], [2.57828, 0.88348, -1.28786], [1.34645, 0.14773, -0.53020], [0.61264, 4.18804, 2.01824], [-1.08914, 4.54338, 1.83295], [0.42430, 4.39387, -0.76640], [0.76889, 5.70351, 0.31193], [-2.00902, 5.65045, 0.38663], [-1.69760, 5.30504, -1.29116], [-1.18261, 8.85656, -4.08323], [-2.90501, 9.20931, -3.97152], [-2.58131, 8.58688, -6.14756], [-1.47089, 7.28020, -5.80695], [-4.34890, 5.33384, -4.51882], [-2.56781, 5.44312, -4.42944], [-3.86646, 6.15942, -2.32807], [-4.34862, 7.56223, -3.30550], [1.27934, -4.82429, 1.49807], [0.79873, -3.68513, 2.40495], [1.39632, -2.38393, 1.85963], [1.62814, -2.63965, 0.09564], [3.03903, -2.61407, -0.20614], [0.69850, -1.81449, -0.64086], [1.06600, -4.33831, 0.06753], [0.73706, -5.74934, 1.68736], [2.34084, -5.01172, 1.67402], [-0.29153, -3.63112, 2.37862], [1.09594, -3.84266, 3.43987], [0.73740, -1.53212, 2.00941], [2.37463, -2.18337, 2.29071], [1.63767, -4.88908, -0.67575], [0.01024, -4.32958, -0.20102], [-7.00180, -0.07888, 2.90097], [-5.95099, 1.01869, 2.69140], [-5.57342, 1.01701, 1.20594], [-7.01806, 0.41402, 0.32528], [-6.69696, -0.84757, -0.29343], [-7.60181, 1.48323, -0.44816], [-8.02004, 0.10076, 1.77759], [-7.47162, -0.00942, 3.88063], [-6.53243, -1.06151, 2.82144], [-6.37760, 1.98726, 2.96179], [-5.06963, 0.86464, 3.30777], [-5.33118, 2.01017, 0.83380], [-4.74987, 0.33480, 0.99992], [-8.64206, -0.77288, 1.59840], [-8.64363, 0.97908, 1.94024], [8.04095, -2.67058, 2.48248], [7.37057, -2.51757, 1.10899], [6.17762, -3.47767, 1.07107], [5.63724, -3.66512, 2.76980], [5.84502, -5.03315, 3.18673], [4.34710, -3.04146, 2.93958], [6.90812, -2.64117, 3.50492], [8.76515, -1.88036, 2.67187], [8.56510, -3.62710, 2.53657], [7.02068, -1.49089, 0.98708], [8.05803, -2.72841, 0.29263], [5.34820, -3.09163, 0.48186], [6.46427, -4.46039, 0.70367], [7.17777, -3.04465, 4.47859], [6.49608, -1.63901, 3.61670], [-9.90467, 4.45154, -4.66353], [-9.17875, 3.83791, -5.86898], [-7.81667, 4.53476, -5.98671], [-7.37834, 5.05235, -4.32186], [-7.34144, 6.49011, -4.27561], [-6.26354, 4.26396, -3.84902], [-8.88116, 4.48671, -3.53297], [-10.78411, 3.87480, -4.38303], [-10.22936, 5.46622, -4.90279], [-9.03361, 2.76932, -5.70120], [-9.75346, 3.94989, -6.78663], [-7.03985, 3.87331, -6.36049], [-7.86845, 5.43091, -6.60115], [-9.13755, 5.16882, -2.72637], [-8.68948, 3.49040, -3.13641], [6.80362, -7.66232, -2.63724], [5.27383, -7.54354, -2.69241], [4.92015, -6.06901, -2.45696], [6.32563, -5.11784, -3.05348], [6.93397, -4.44658, -1.93131], [5.95669, -4.38975, -4.23703], [7.34253, -6.52249, -3.49663], [7.14865, -8.62932, -2.99878], [7.14774, -7.54602, -1.60740], [4.91947, -7.85516, -3.67646], [4.79265, -8.18260, -1.95407], [4.03576, -5.75584, -3.00500], [4.79849, -5.84292, -1.39912], [8.38549, -6.28156, -3.30700], [7.18816, -6.71348, -4.55778], [5.08243, -6.52260, 7.70538], [5.67877, -6.99765, 6.37291], [7.08767, -6.40526, 6.26785], [7.67108, -6.18809, 7.95357], [7.83229, -4.77843, 8.20803], [8.73865, -7.11548, 8.22656], [6.16873, -6.74461, 8.75405], [4.17055, -7.06175, 7.95695], [4.83900, -5.45992, 7.64399], [5.73536, -8.08803, 6.36692], [5.06979, -6.69481, 5.52286], [7.77726, -7.05919, 5.74162], [7.07427, -5.42612, 5.79461], [6.02200, -6.17697, 9.66957], [6.29371, -7.80207, 8.98368]],
  "lowdin_charge": [-0.031, -0.419, -0.037, -0.065, -0.193, 0.072, -0.523, 0.106, 0.078, -0.316, -0.088, -0.236, 0.024, -0.087, -0.236, -0.455, 0.879, -1.113, 0.735, -0.213, -0.184, -0.190, -0.113, -0.191, -0.164, 0.078, 0.081, 0.088, 0.148, 0.081, 0.123, 0.134, 0.160, 0.106, 0.131, 0.107, 0.091, 0.070, 0.008, 0.129, 0.123, 0.096, 0.087, 0.077, 0.062, 0.128, 0.101, 0.124, 0.122, 0.088, 0.123, 0.120, 0.119, -0.213, -0.199, -0.210, 0.676, -0.318, -0.331, -0.223, 0.116, 0.112, 0.118, 0.118, 0.093, 0.074, 0.100, 0.109, -0.215, -0.208, -0.220, 0.658, -0.322, -0.340, -0.232, 0.114, 0.121, 0.120, 0.092, 0.099, 0.099, 0.105, 0.105, -0.213, -0.201, -0.223, 0.673, -0.329, -0.330, -0.224, 0.116, 0.119, 0.121, 0.113, 0.082, 0.092, 0.101, 0.109, -0.218, -0.212, -0.213, 0.665, -0.309, -0.340, -0.224, 0.115, 0.119, 0.117, 0.113, 0.103, 0.106, 0.110, 0.108, -0.220, -0.211, -0.216, 0.665, -0.324, -0.313, -0.229, 0.115, 0.118, 0.117, 0.113, 0.103, 0.098, 0.107, 0.108, -0.220, -0.210, -0.220, 0.660, -0.324, -0.326, -0.233, 0.113, 0.119, 0.117, 0.106, 0.105, 0.083, 0.106, 0.106]
}